Entry 1:
# H4NO2SSi

2 unconnected molecules or ions with the total composition H4NO2SSi at a distorted geometry (ωB97M-V with the def2-TZVPD basis set, the OMol25 dataset).

Its net charge is -1. The value obtained for the HOMO-LUMO gap is 0.30672 Ha. The HOMO energy is -4.465 eV.

Last columns: bonded neighbours and bond lengths (Å).
Element x y z (Å)
1 N -2.095 -1.259 0.621  S5 1.531, H6 0.988
2 O 0.468 0.031 -0.994  Si4 1.597
3 O -2.510 -0.145 -1.518  S5 1.443
4 Si 1.608 0.613 -0.038  O2 1.597, H7 1.557, H8 1.588, H9 1.486
5 S -1.814 -0.037 -0.258  N1 1.531, O3 1.443
6 H -1.353 -1.370 1.264  N1 0.988
7 H 2.994 0.764 -0.731  Si4 1.557
8 H 1.037 1.895 0.704  Si4 1.588
9 H 1.664 -0.494 0.951  Si4 1.486

Entry 2:
# H4NO2SSi

A gas-phase ion, H4NO2SSi (charge -1) at a distorted geometry (ωB97M-V with the def2-TZVPD basis set, the OMol25 dataset).

Its net charge is -1. The value obtained for the HOMO-LUMO gap is 0.31885 Ha. The HOMO energy is -4.672 eV.

Last columns: bonded neighbours and bond lengths (Å).
Element x y z (Å)
1 N -1.667 -1.197 0.863  S5 1.586, H6 1.019
2 O -0.088 1.224 0.327  Si4 1.615, S5 2.061
3 O -2.013 0.014 -1.304  S5 1.506
4 Si 1.334 0.496 0.092  O2 1.615, H7 1.544, H8 1.507, H9 1.544
5 S -1.881 0.220 0.182  N1 1.586, O2 2.061, O3 1.506
6 H -1.370 -1.785 0.086  N1 1.019
7 H 2.558 0.741 1.000  Si4 1.544
8 H 1.375 -1.001 -0.079  Si4 1.507
9 H 1.752 1.287 -1.167  Si4 1.544

Entry 3:
# H4NOPS2

A single H4NOPS2 molecule at a distorted geometry (ωB97M-V with the def2-TZVPD basis set, the OMol25 dataset).

The structure (SMILES) is N[P@@](O)(=S)S. The value obtained for the HOMO-LUMO gap is 0.36003 Ha. The HOMO energy is -9.354 eV.

Last columns: bonded neighbours and bond lengths (Å).
Element x y z (Å)
1 N -0.237 0.719 1.061  P3 1.681, H6 1.008, H7 0.989
2 O -0.049 0.425 -1.610  P3 1.791, H8 0.922
3 P 0.547 -0.253 -0.064  N1 1.681, O2 1.791, S4 1.938, S5 2.062
4 S 2.481 -0.157 -0.148  P3 1.938
5 S -0.536 -2.007 -0.107  P3 2.062, H9 1.362
6 H 0.162 1.637 0.939  N1 1.008
7 H -1.188 0.457 0.978  N1 0.989
8 H 0.666 0.840 -2.017  O2 0.922
9 H 0.025 -2.673 0.941  S5 1.362

The evaluated energy for the records listed, in turn: -24363.099; -24363.509; -34563.361 eV.